Entry from the OMol25 dataset: one molecule with the formula C7H7NO at a distorted geometry (the ωB97M-V functional and the def2-TZVPD basis).

The geometry in XYZ format:
```
16
C7H7NO the ωB97M-V functional and the def2-TZVPD basis
C -0.021 0.789 -1.104
C 0.005 -0.518 1.034
H 0.258 -1.484 -2.333
C -0.187 0.801 1.692
H -0.429 2.890 1.518
C 0.222 -1.601 -1.248
H -0.226 2.893 -0.944
H 0.930 -0.980 1.403
C 0.061 -0.468 -0.462
N 0.361 -2.810 -0.713
C -0.279 1.953 1.005
H -0.261 0.791 2.769
H -0.786 -1.189 1.398
C -0.179 1.954 -0.415
O 0.481 -3.825 -1.418
H 0.051 0.804 -2.182
```

As for the largest force on an atom: 0.0620 Eh/bohr. The calculation puts the highest occupied orbital energy (spin up / spin down) at -8.3 / -8.3 eV. As for the multiplicity: 1. The orbital gap (spin up / spin down) is 7.008 / 7.006 eV.

Entry from the OMol25 dataset: one molecule with the formula C2H4N4OS at a distorted geometry (the ωB97M-V functional and the def2-TZVPD basis).

The geometry in XYZ format:
```
12
C2H4N4OS the ωB97M-V functional and the def2-TZVPD basis
S -2.356 -0.890 -0.336
N 2.047 -0.844 -0.252
H -0.490 3.040 -0.178
N -1.184 -0.180 0.627
H 2.822 -0.486 -0.896
N -1.249 2.256 -0.117
C 0.909 -0.237 -0.051
N 0.665 1.007 0.038
O -0.093 -0.973 0.526
H -2.746 -1.883 0.584
H 2.274 -1.965 -0.104
C -0.598 1.156 0.158
```

As for the largest force on an atom: 0.1372 Eh/bohr. The calculation puts the highest occupied orbital energy at -8.7 eV. As for the multiplicity: 1. The orbital gap is 9.015 eV.

Entry from the OMol25 dataset: a 6-piece molecular cluster, C28H38F6INO18S overall at a distorted geometry (the ωB97M-V functional and the def2-TZVPD basis).

The geometry in XYZ format:
```
93
C28H38F6INO18S the ωB97M-V functional and the def2-TZVPD basis
H -3.872 -2.597 3.351
C -1.933 2.147 3.696
H -3.458 2.279 1.910
C 3.146 3.439 -3.585
H -7.080 -1.114 -1.634
C -1.964 -1.579 1.396
C 3.186 -2.344 5.778
H 3.482 -2.732 6.759
H -4.613 -3.998 0.146
H -5.556 -1.515 -2.160
H 1.119 5.089 -1.609
H -4.102 -2.453 -0.809
O 5.895 3.485 -9.176
O -3.653 -0.154 0.362
O 4.370 -4.342 -0.303
F 4.048 -1.378 5.387
H 0.349 1.648 2.411
H 5.177 0.889 -8.444
C 1.048 -2.787 5.509
C -3.534 0.116 2.793
H -1.133 -1.075 3.567
C -4.756 -2.960 2.637
F -1.811 -2.734 0.486
H 2.230 -0.756 -1.050
F 7.125 0.411 -8.340
O 1.896 -1.781 5.861
H -1.334 -0.691 0.907
C -4.785 -1.979 1.327
H -4.449 -4.069 2.324
H -6.560 -3.976 -1.201
H -7.300 -2.706 -0.018
C 5.905 3.449 -7.808
O -0.192 3.478 0.230
C 6.166 1.358 -8.443
H 4.583 -0.804 -1.620
I -6.309 -1.235 4.908
H 3.170 -2.989 3.713
C -4.917 -2.865 -0.044
H -1.867 1.313 1.574
H -0.060 -2.200 2.495
H -3.167 -0.319 3.843
H 7.488 2.364 -9.831
C -6.396 -2.888 -0.737
C -6.118 -2.978 3.543
O 2.818 -2.679 -0.543
F -0.850 5.580 -0.176
C 2.879 -1.281 -0.344
O 1.972 3.669 -0.393
C -1.183 -1.963 2.791
C -7.512 -3.210 2.713
H -8.357 -3.404 3.531
C -3.486 -1.014 1.581
O 6.278 2.226 -7.338
H -6.015 -3.914 4.278
H 2.049 5.736 -0.238
O -5.812 -0.935 1.189
C 0.977 2.817 0.000
F 4.726 0.056 0.189
H -4.639 0.508 3.016
C 1.371 4.938 -0.554
S -0.111 1.656 3.750
C -5.135 0.079 0.313
H 5.913 1.903 -10.516
H -2.527 1.887 4.671
O -0.154 -2.775 5.721
H 5.580 3.494 -2.335
O 5.610 4.395 -7.097
C 4.322 -0.985 -0.572
O 4.973 -2.148 -0.115
O 1.121 1.613 0.136
C -2.691 1.501 2.383
H -7.864 -2.277 2.098
O 3.995 4.445 -3.233
H -1.977 3.318 3.563
O 1.945 3.452 -3.373
H 5.268 3.238 -5.381
H -7.439 -4.196 2.085
O 1.708 -3.816 4.896
H 2.554 -1.045 0.674
C 4.080 -3.157 -0.317
O 3.806 2.410 -4.198
O -5.665 1.090 -0.386
H 0.347 5.104 1.365
H -1.640 -2.911 3.315
C 6.421 2.248 -9.612
H 3.743 -4.218 4.864
C 0.167 4.838 0.318
C 3.044 -3.388 4.725
N -6.483 -1.931 -1.924
C 5.142 2.838 -4.369
H 5.841 2.009 -4.229
C 5.284 3.883 -3.315
F 6.146 4.848 -3.706
```

As for the largest force on an atom: 0.1826 Eh/bohr. The calculation puts the highest occupied orbital energy at -9.0 eV. As for the multiplicity: 1. The orbital gap is 9.209 eV.

Entry from the OMol25 dataset: one molecule with the formula C8H17NO at a distorted geometry (the ωB97M-V functional and the def2-TZVPD basis).

The geometry in XYZ format:
```
27
C8H17NO the ωB97M-V functional and the def2-TZVPD basis
H 0.039 2.563 0.263
O 1.736 -1.196 -1.599
H -0.301 -1.823 0.009
C -2.256 1.112 0.343
H -0.134 -1.690 2.504
H 1.537 1.132 -1.086
H -1.824 -0.827 -0.881
C -0.386 0.606 -1.551
H -0.936 0.151 1.756
C -1.039 1.114 1.315
H 2.424 -0.655 0.138
H -0.356 -0.050 -2.522
C 0.282 1.489 0.598
H -1.150 1.750 2.152
C -1.793 0.298 -0.951
H -2.713 2.066 0.014
C 0.613 -1.723 0.596
C 0.770 0.617 -0.564
H 0.997 1.595 1.371
H -0.471 1.583 -1.902
H 1.030 -2.778 0.535
H -2.483 0.367 -1.786
H 1.426 -1.373 2.395
C 1.454 -0.676 -0.255
H 2.643 -1.585 -1.659
H -3.047 0.685 0.872
N 0.509 -1.224 1.920
```

As for the largest force on an atom: 0.0666 Eh/bohr. The calculation puts the highest occupied orbital energy at -9.2 eV. As for the multiplicity: 1. The orbital gap is 10.023 eV.

Entry from the OMol25 dataset: a 8-piece molecular cluster, C24H66N2O16 overall at a distorted geometry (the ωB97M-V functional and the def2-TZVPD basis).

The geometry in XYZ format:
```
108
C24H66N2O16 the ωB97M-V functional and the def2-TZVPD basis
H 6.379 0.404 0.443
H 1.737 -2.982 2.464
H -2.751 -0.444 0.616
H -2.863 -0.661 2.907
H -4.398 -2.323 0.580
H -2.437 -0.918 -4.554
O -2.382 1.328 3.440
H -2.785 -4.564 -0.233
O -4.372 0.076 0.928
H 4.916 1.872 1.279
H 1.443 1.784 -2.315
H -2.985 -3.047 1.435
C 2.270 4.413 0.975
H -2.889 4.017 1.676
O 1.661 -0.221 -2.209
H 3.751 -1.724 2.266
O -0.643 -1.129 -3.530
C 5.341 0.152 0.583
C -2.521 -0.033 3.769
H 3.071 -0.709 3.440
H 0.004 0.471 -0.018
H -1.074 -3.823 -3.326
H -3.649 1.989 1.357
O 4.504 1.328 0.625
H -1.779 -0.479 4.416
C -2.397 6.076 2.223
O 3.044 5.550 1.256
N 0.531 3.032 1.920
H -0.067 -6.274 -3.303
C 1.363 -8.600 -2.838
H 1.177 2.197 1.858
H -2.391 -0.070 -3.069
C 0.011 -2.212 -4.235
H 1.383 -5.463 -2.631
O 2.340 -7.642 -3.295
C -2.583 -2.041 -0.438
O 5.424 -2.060 -0.336
C -0.047 -3.546 -3.510
H 0.859 -0.750 2.364
H -0.607 0.730 2.439
H -0.159 2.683 3.981
H -3.176 -1.527 -1.240
H 4.733 4.656 2.030
C 0.905 -5.755 -3.521
H -0.727 0.644 -1.597
H 4.603 -0.563 -1.418
H -1.110 3.747 2.955
C 1.377 1.031 -1.579
O 2.042 -2.515 3.225
C 1.816 -0.833 1.846
H 3.709 -1.137 0.054
H 0.356 -3.378 -2.532
C -2.623 4.942 1.175
O -0.476 2.303 -0.585
H -4.212 5.965 2.750
H -2.716 2.716 -1.301
H 0.656 5.133 2.239
C 3.982 5.402 2.287
H -1.691 1.554 1.691
H -4.988 -0.089 1.673
C -3.483 -2.862 0.505
H 3.502 5.182 3.235
H 2.857 0.664 1.049
C 2.841 -1.450 2.750
O -3.615 5.290 0.206
C -4.072 1.517 -0.772
H 1.758 -9.501 -2.394
H -1.728 -2.538 -0.879
H 0.949 -0.470 -2.798
H 5.387 -0.288 1.533
H 0.211 -4.755 -5.185
H 2.765 -6.189 -4.652
C -1.234 1.523 2.643
H 1.069 -1.998 -4.349
C 4.719 -0.855 -0.388
H 2.870 3.542 0.697
H -3.719 4.586 -0.375
C -0.030 1.027 -0.939
H -2.524 6.968 1.754
C -0.482 2.835 2.948
O 2.063 0.520 1.501
H 0.046 2.499 0.185
H 0.673 -8.168 -2.124
H -1.379 6.097 2.599
H 0.756 -8.954 -3.652
H 4.503 6.353 2.481
H 1.768 4.682 0.029
H 1.475 -7.197 -5.095
H 1.701 4.094 3.133
H -0.355 -2.224 -5.242
C 1.937 -6.717 -4.250
N 0.673 -4.549 -4.305
C -4.400 1.476 0.678
O -3.630 2.786 -1.065
H -1.698 4.726 0.646
H 1.669 -1.397 0.902
C -2.065 -1.000 -3.573
H -3.305 0.878 -1.077
O -3.689 -4.114 -0.060
H -3.382 -0.188 4.421
H -2.515 -1.840 -3.161
H 2.211 1.237 -0.886
H -5.413 1.808 0.922
O -3.417 5.987 3.229
C 1.198 4.240 2.163
H 5.709 -2.289 0.533
H -5.025 1.298 -1.346
O -2.041 -0.953 0.274
```

As for the largest force on an atom: 0.0933 Eh/bohr. The calculation puts the highest occupied orbital energy at -8.9 eV. As for the multiplicity: 1. The orbital gap is 9.086 eV.

Entry from the OMol25 dataset: C23H19ClF4N5O7Rb as an isolated structure at a distorted geometry (the ωB97M-V functional and the def2-TZVPD basis).

The geometry in XYZ format:
```
60
C23H19ClF4N5O7Rb the ωB97M-V functional and the def2-TZVPD basis
H 3.275 2.214 -1.819
Rb -0.176 -0.483 0.170
H 1.427 2.223 -3.509
H -4.901 2.856 1.829
C -6.323 0.366 0.016
C 2.968 -2.100 -3.163
F 1.341 -1.656 2.236
C 2.809 -1.497 4.038
N -7.417 2.170 1.260
H -0.124 1.500 -3.017
C -4.977 1.982 1.199
H 4.209 -1.312 5.687
C 2.719 1.432 -1.262
H 1.302 0.470 -3.221
H -0.959 -3.683 -0.701
H 2.782 -3.419 -0.052
C 1.621 -2.141 -3.507
C -3.851 1.329 0.799
O -2.496 3.070 1.483
O -4.567 -1.638 -2.164
C 4.470 0.144 4.106
C 3.874 -0.934 4.735
H 4.263 1.343 0.149
H -0.268 2.958 -1.175
C 0.958 1.446 -2.876
N 1.286 1.606 -1.476
H 2.995 0.464 -1.690
C 1.031 -3.172 -1.330
C 0.683 -2.647 -2.630
C 3.363 -2.577 -1.911
Cl 4.159 -1.448 -4.290
C 3.171 1.461 0.190
H 1.315 3.737 -1.382
H 1.299 -1.764 -4.472
H 0.378 -4.002 0.547
C 2.388 -1.032 2.826
H -0.361 -2.646 -2.927
C -6.225 1.500 0.816
H 3.005 2.464 0.614
C -3.827 0.165 -0.105
N -5.406 -1.397 -1.326
O -6.436 -2.049 -1.176
C 4.072 0.632 2.884
F 4.738 1.735 2.423
C 2.441 -3.091 -1.028
H 0.918 2.893 0.135
O -7.299 3.154 1.981
H -7.288 -0.023 -0.268
C -5.192 -0.251 -0.432
N -2.596 1.863 1.348
C 2.995 0.067 2.119
F 5.506 0.769 4.732
O -1.738 1.065 1.665
H 4.406 -2.529 -1.621
C 0.797 2.859 -0.948
F 2.162 -2.555 4.591
C 0.092 -3.647 -0.435
O -2.806 -0.372 -0.520
O -8.503 1.715 0.922
N 2.522 0.409 0.935
```

As for the largest force on an atom: 0.0202 Eh/bohr. The calculation puts the highest occupied orbital energy at -0.4 eV. As for the multiplicity: 1. Its total charge is -2. The orbital gap is 3.847 eV.

Entry from the OMol25 dataset: C15H22BHgN8O2S6 as an isolated structure at a distorted geometry (the ωB97M-V functional and the def2-TZVPD basis).

The geometry in XYZ format:
```
55
C15H22BHgN8O2S6 the ωB97M-V functional and the def2-TZVPD basis
C 1.767 -0.622 2.896
O 2.248 -2.894 1.629
C 2.071 0.695 3.195
H 4.953 -1.844 1.619
H -2.498 1.803 -1.955
Hg -0.698 0.487 0.114
H 2.745 1.270 2.577
H -0.542 -1.226 5.261
S -3.620 3.032 3.105
N -1.778 1.365 -2.533
S -1.264 -1.545 -1.780
H -3.206 -2.176 4.066
H -3.612 -3.226 2.418
H 4.223 -1.870 3.238
C 2.224 0.983 -1.246
H -1.176 1.272 6.129
H 5.768 3.304 -1.540
C 4.261 -1.345 2.290
O -2.936 4.259 5.331
C -2.188 -0.944 -3.026
C -2.559 3.776 4.288
C 0.224 -0.695 4.717
C -2.402 2.636 1.887
H -1.270 2.071 -3.057
H 4.539 -0.310 2.438
B -2.746 -2.738 3.100
N 5.342 2.526 -2.038
N -2.886 -1.806 -3.891
H 0.249 2.274 6.398
H -3.184 0.597 -3.832
N 4.751 1.619 0.080
N 3.196 1.603 -1.772
N -1.330 -0.947 1.637
C -1.981 -1.697 2.236
H -1.930 -3.569 3.425
H -2.694 -2.764 -3.631
N -2.276 0.388 -3.409
H 0.125 0.679 7.163
H 4.914 2.847 -2.899
H 1.709 2.327 4.519
S 0.262 2.611 1.250
C 1.478 1.296 4.291
H 0.575 -2.322 3.356
S 2.556 -1.469 1.495
C 0.556 0.608 5.070
S -2.950 1.905 0.434
H 5.653 1.158 0.149
H 4.032 1.085 0.553
C 4.366 1.887 -1.245
C -1.124 2.941 2.204
S -0.883 3.744 3.763
N 1.287 0.357 -0.916
C -0.095 1.251 6.259
H -2.658 -1.656 -4.870
C 0.830 -1.312 3.640
```

As for the largest force on an atom: 0.0425 Eh/bohr. The expectation value of S² is 0.759. The calculation puts the highest occupied orbital energy (spin up / spin down) at 0.9 / -1.2 eV. As for the multiplicity: 2. Its total charge is -2. The orbital gap (spin up / spin down) is 3.113 / 5.215 eV.

Entry from the OMol25 dataset: one molecule with the formula C18H18O3 at a distorted geometry (the ωB97M-V functional and the def2-TZVPD basis).

The geometry in XYZ format:
```
39
C18H18O3 the ωB97M-V functional and the def2-TZVPD basis
H 2.063 -0.493 -0.712
H -3.644 -1.389 -4.370
H -1.692 2.226 -0.810
H -0.072 -3.655 -0.707
H 1.626 -4.478 -1.763
H 2.499 -2.845 -1.664
O -2.257 -0.459 -2.976
C -2.406 0.874 -2.290
H -0.102 -1.775 1.027
H 2.437 -1.502 0.783
C 2.322 2.351 5.130
C 0.411 -1.736 -0.027
C 1.768 0.676 2.345
C -0.556 -1.039 -0.934
H 1.347 -3.896 0.370
H 0.822 4.098 4.991
O -0.103 2.295 0.763
H 0.293 3.206 2.518
O 2.667 1.500 4.275
H 2.621 -0.074 2.606
H -1.363 -1.590 -1.033
C 1.227 0.399 1.080
C 1.020 2.797 3.281
H -3.589 2.484 -2.716
C 0.746 -3.296 -0.570
H -4.988 1.203 -4.492
C 0.044 1.213 0.409
H 0.039 -1.010 -2.006
C -3.447 1.472 -2.701
C 1.811 1.686 3.092
C 1.197 3.350 4.516
H 1.145 -2.875 -2.511
H 2.704 2.760 5.941
C -4.062 0.656 -3.807
C 1.681 -0.686 0.146
C -3.525 -0.542 -3.608
C -1.612 1.102 -1.155
C -0.608 0.332 -0.751
C 1.535 -3.345 -1.671
```

As for the largest force on an atom: 0.2816 Eh/bohr. The calculation puts the highest occupied orbital energy at -7.0 eV. As for the multiplicity: 1. The orbital gap is 6.746 eV.

Entry from the OMol25 dataset: a 3-piece molecular cluster, C3H12NO3 overall at a distorted geometry (the ωB97M-V functional and the def2-TZVPD basis).

The geometry in XYZ format:
```
19
C3H12NO3 the ωB97M-V functional and the def2-TZVPD basis
H 1.514 0.353 -0.774
H 1.499 1.292 -2.632
H 0.685 0.127 -3.550
O 0.039 -2.293 3.483
H -0.141 -2.013 2.487
N -0.735 0.462 -0.726
H -0.164 1.406 -2.966
C 0.491 0.065 -1.348
H 0.562 -1.004 -1.315
H -0.663 1.441 -0.396
H -0.032 -1.581 4.087
C -1.063 -0.614 0.260
H -0.831 -1.514 -0.354
H -2.165 -0.539 0.370
H -0.113 2.028 1.315
O -0.551 -0.558 1.477
C 0.581 0.718 -2.723
O 0.701 1.603 1.468
H 0.385 0.620 1.836
```

As for the largest force on an atom: 0.0629 Eh/bohr. The calculation puts the highest occupied orbital energy at -3.9 eV. As for the multiplicity: 1. Its total charge is -1. The orbital gap is 7.888 eV.